{"formula": "C5H15N3O", "method": "ωB97M-V/def2-TZVPD", "symbols": ["C", "C", "C", "N", "H", "H", "H", "H", "H", "H", "H", "H", "H", "C", "N", "C", "N", "O", "H", "H", "H", "H", "H", "H"], "xyz": [[1.59962, 0.10332, 0.52481], [0.94697, 1.30820, 0.88537], [2.82863, 0.13046, -0.34390], [0.41431, -0.95438, -0.68817], [1.59295, -0.69461, 1.25996], [0.60051, -0.72399, -1.66460], [0.65476, -1.93863, -0.59232], [1.37660, 2.22438, 0.48505], [3.67357, 0.48198, 0.25594], [-0.29792, 1.15689, 0.19030], [0.60892, 1.38812, 1.91464], [3.08751, -0.85045, -0.74622], [2.70646, 0.83031, -1.17363], [-1.44222, -1.34258, 0.92249], [-1.26150, 0.71724, -0.52569], [-1.15186, -0.87379, -0.51175], [-2.56476, 1.12074, -0.09599], [-1.79586, -1.39995, -1.46326], [-1.10710, 0.95107, -1.51147], [-3.24395, 0.66539, -0.70262], [-2.64430, 2.12542, -0.20337], [-0.88924, -0.78607, 1.68120], [-1.18610, -2.40158, 0.98489], [-2.50599, -1.23748, 1.11833]], "fmax_ev_per_a": 0.4, "gap_ev": 8.7, "e_above_lowest_kcal_mol": 98.1, "e_homo_ev": -7.85, "e_tot_ev": -11942.4966}



{"formula": "C5H15N3O2", "method": "ωB97M-V/def2-TZVPD", "symbols": ["C", "C", "C", "C", "C", "N", "N", "N", "O", "O", "H", "H", "H", "H", "H", "H", "H", "H", "H", "H", "H", "H", "H", "H", "H"], "xyz": [[-0.29279, -1.05566, 0.52732], [-0.58339, 1.02191, -0.74142], [-1.74972, -0.96088, 0.88938], [-1.98643, 1.16653, -0.31573], [2.76076, -0.17925, -0.05713], [0.17052, 0.33245, 0.23170], [-2.61026, -0.21429, -0.14341], [2.74736, -0.26502, -1.35214], [2.71311, -1.28039, 0.62477], [2.82504, 0.85783, 0.66655], [0.04493, -1.35235, 1.55402], [0.10435, -1.79974, -0.22271], [-0.56227, 0.64375, -1.70575], [-0.10229, 2.00530, -0.81655], [-2.18153, -1.90725, 1.24918], [-1.80967, -0.30347, 1.70054], [-2.03142, 1.46992, 0.70119], [-2.56973, 1.76233, -1.03266], [-2.75208, -0.70149, -1.08373], [-3.63254, -0.13529, 0.11335], [2.50998, -1.12443, -1.88088], [2.87439, 0.53878, -1.91074], [0.28438, 0.85246, 1.12386], [2.81864, -1.15666, 1.55882], [3.01065, 1.78492, 0.32216]], "total_charge": 2, "fmax_ev_per_a": 4.1, "gap_ev": [4.1, 8.1], "spin_multiplicity": 3, "e_homo_ev": [-10.69, -19.48], "e_tot_ev": -13970.6816}



{"formula": "C5H15N5O10", "method": "ωB97M-V/def2-TZVPD", "symbols": ["C", "N", "O", "O", "H", "H", "H", "C", "N", "O", "O", "H", "H", "H", "C", "N", "O", "O", "H", "H", "H", "C", "N", "O", "O", "H", "H", "H", "C", "N", "O", "O", "H", "H", "H"], "xyz": [[1.81094, 3.78659, -1.27956], [2.48066, 4.84781, -1.98362], [3.20572, 4.53167, -2.93780], [2.23035, 5.99865, -1.58694], [1.87759, 2.93533, -1.95706], [0.77920, 4.13593, -1.24005], [2.20980, 3.78816, -0.26516], [-2.18596, -3.30667, 2.87802], [-0.68154, -3.26808, 2.96971], [0.00418, -2.44931, 2.37595], [-0.20785, -4.06846, 3.78504], [-2.51752, -4.14752, 2.26882], [-2.39638, -2.32332, 2.45752], [-2.54247, -3.46601, 3.89568], [-1.67910, -0.17126, -0.49979], [-0.31294, 0.48527, -0.15515], [0.43487, -0.29919, 0.43394], [0.02663, 1.64728, -0.48254], [-2.50987, 0.33776, -0.01107], [-1.58711, -1.18708, -0.11543], [-1.72867, -0.12021, -1.58746], [-2.77368, -3.13355, -3.58211], [-3.52121, -3.13574, -2.28211], [-3.68741, -2.06251, -1.68737], [-4.07136, -4.14844, -1.94999], [-2.20929, -2.20112, -3.59298], [-3.51598, -3.20846, -4.37677], [-2.06434, -3.95989, -3.53628], [2.96415, 2.01641, 2.24286], [4.38401, 1.97903, 1.68072], [5.26570, 1.51372, 2.38943], [4.42141, 2.50768, 0.57715], [2.87660, 3.06231, 2.53698], [2.97899, 1.38065, 3.12812], [2.24186, 1.70258, 1.48926]], "total_charge": -1, "fmax_ev_per_a": 4.5, "gap_ev": [2.8, 6.5], "spin_multiplicity": 2, "e_above_lowest_kcal_mol": 11.1, "e_homo_ev": [-0.82, -4.52], "e_tot_ev": -33339.2267}